No. 1
Density functional theory data (ωB97M-V with the def2-TZVPD basis set) for a molecular structure, C61H45Br2N2O3PS2V at a distorted geometry.

Expectation value of S²   0.9957
Multiplicity   2
HOMO-LUMO gap (spin up / spin down)   6.42 / 4.70 eV
Total charge   0
E_HOMO (spin up / spin down)   -6.4 / -4.7 eV

Each line ends with the Mulliken spin population.
CARTESIAN COORDINATES (ANGSTROEM)
V -0.789451 -0.349705 0.499117  1.271
C 7.875920 -0.148558 -0.560006  0.000
C 6.385445 -0.208347 -0.343571  -0.003
C 5.758760 -1.385232 0.046846  0.004
C 4.382053 -1.433283 0.253132  -0.011
C 3.643295 -0.280427 0.069060  -0.031
C 4.235346 0.909928 -0.338423  0.012
C 5.601882 0.933485 -0.539960  0.003
S 1.895834 -0.298665 0.369792  0.007
O 1.312086 0.587186 -0.732918  -0.007
C 1.836667 0.431035 2.015029  0.044
C 1.892749 -0.577967 3.011510  -0.026
C 1.792256 -0.238569 4.319575  -0.005
C 1.567400 1.110090 4.694449  0.011
C 1.388046 1.472930 6.054729  0.000
C 1.116227 2.760720 6.402254  0.004
C 1.002857 3.753135 5.396511  -0.003
C 1.182550 3.433889 4.085060  -0.007
C 1.480002 2.100062 3.694364  -0.014
C 1.665735 1.746893 2.319410  -0.058
C 1.671228 2.851989 1.310556  0.095
C 2.825552 3.698012 1.273066  -0.046
C 3.992173 3.405257 2.036787  0.001
C 5.086780 4.212994 1.976892  -0.002
C 5.081413 5.371393 1.156777  0.001
C 3.980694 5.672785 0.414340  -0.002
C 2.827652 4.840413 0.448704  0.001
C 1.673904 5.133701 -0.321871  -0.003
C 0.595107 4.305836 -0.300913  0.016
C 0.602424 3.142452 0.509749  -0.005
S -0.847775 2.042483 0.519898  -0.080
O -1.783783 2.606086 1.537506  -0.011
C -1.526951 2.423618 -1.092732  -0.029
C -0.904838 2.115325 -2.296781  -0.008
C -1.585017 2.372575 -3.476816  -0.007
C -2.873981 2.908203 -3.478062  0.001
C -3.599346 3.182088 -4.770523  0.001
C -3.473082 3.193240 -2.256478  0.001
C -2.807255 2.956114 -1.059079  0.023
H 8.339535 -1.123051 -0.412582  0.000
H 8.344508 0.552838 0.132558  0.000
H 8.112406 0.188711 -1.570247  0.000
H 6.349908 -2.282837 0.185490  0.000
H 3.896739 -2.358581 0.541263  0.001
H 3.629373 1.793472 -0.502344  0.002
H 6.074990 1.857921 -0.853379  0.000
H 1.969317 -1.619172 2.719560  -0.011
H 1.827056 -1.002331 5.087779  0.000
H 1.455765 0.698433 6.810959  0.000
H 0.972871 3.026204 7.441867  0.000
H 0.757788 4.771180 5.670610  0.000
H 1.070750 4.197093 3.325601  0.002
H 4.009452 2.519971 2.659846  0.001
H 5.966415 3.968713 2.559538  0.000
H 5.953110 6.012835 1.124693  0.000
H 3.966614 6.552923 -0.219148  0.000
H 1.663389 6.026632 -0.937242  0.000
H -0.272239 4.537190 -0.903986  -0.003
H 0.092065 1.690868 -2.315479  -0.004
H -1.104237 2.145480 -4.420103  -0.003
H -3.089129 2.720086 -5.615648  0.000
H -3.662101 4.254543 -4.965480  0.000
H -4.620178 2.797757 -4.740305  0.000
H -4.478836 3.600952 -2.232730  0.002
H -3.266542 3.164573 -0.101099  -0.003
Br -1.724442 -0.615821 5.461189  0.000
C -2.903697 -0.488089 3.991769  0.001
C -4.301942 -0.458602 4.226982  -0.001
C -5.180061 -0.349104 3.198959  0.010
Br -7.039862 -0.335837 3.572671  0.000
C -4.722495 -0.252802 1.852863  0.024
C -5.551063 -0.150145 0.707660  -0.119
C -4.968325 -0.074702 -0.521767  0.051
C -3.567018 -0.069716 -0.647548  -0.053
N -2.752458 -0.178877 0.396456  -0.089
C -3.341985 -0.289859 1.661037  -0.036
C -2.400236 -0.404900 2.728307  0.008
O -1.112645 -0.422634 2.412788  -0.034
H -4.665184 -0.528653 5.242646  -0.001
H -6.626131 -0.132764 0.820131  -0.012
H -5.569462 0.012396 -1.417886  0.000
H -3.100401 0.035838 -1.620625  -0.026
N -0.675853 -2.130278 -0.057117  0.131
P -1.105983 -3.061907 -1.209999  0.018
C 0.160632 -4.312969 -1.591213  0.004
C 0.350185 -4.876298 -2.850355  0.004
C 1.327845 -5.845304 -3.052721  -0.002
C 2.121678 -6.260835 -1.993823  0.000
C 1.940192 -5.705411 -0.732455  0.002
C 0.968061 -4.735179 -0.532508  0.000
C -2.607005 -4.016755 -0.865604  -0.006
C -3.281612 -3.691493 0.306220  0.013
C -4.458534 -4.349679 0.649028  -0.006
C -4.959141 -5.341203 -0.179289  0.000
C -4.285159 -5.681603 -1.349747  0.000
C -3.112393 -5.023741 -1.690117  0.000
C -1.395152 -2.284506 -2.827342  0.012
C -2.657756 -2.178332 -3.402886  -0.018
C -2.823272 -1.548605 -4.633605  -0.003
C -1.725383 -1.023843 -5.298642  -0.002
C -0.462470 -1.103840 -4.723163  0.005
C -0.301351 -1.721862 -3.491970  -0.002
H -0.258240 -4.554527 -3.687632  0.000
H 1.471016 -6.271438 -4.037639  0.000
H 2.883161 -7.014922 -2.150479  0.000
H 2.558856 -6.029678 0.095717  0.000
H 0.832366 -4.280701 0.442475  -0.002
H -2.876291 -2.915257 0.944387  0.003
H -4.978805 -4.083170 1.560981  0.000
H -5.875445 -5.854724 0.085304  0.000
H -4.675636 -6.461162 -1.991738  0.000
H -2.591213 -5.299029 -2.601096  0.000
H -3.519875 -2.594895 -2.895966  0.006
H -3.809936 -1.478301 -5.074951  0.000
H -1.854534 -0.543672 -6.261320  0.000
H 0.397530 -0.685605 -5.232626  0.000
H 0.687565 -1.780549 -3.050672  0.000

Cartesian forces, eV/Å:
V -0.02 -0.72 1.07
C -0.05 -0.03 0.01
C 0.00 0.04 -0.01
C -0.04 -0.04 0.02
C 0.14 0.03 -0.04
C 0.10 0.23 0.09
C 0.15 -0.08 -0.03
C 0.03 0.05 -0.03
S 0.26 0.15 -0.72
O 0.00 -0.57 0.71
C 0.07 -0.28 -0.20
C -0.02 0.05 -0.16
C 0.00 0.09 0.15
C 0.02 -0.16 0.12
C 0.04 -0.10 -0.08
C -0.02 0.17 -0.13
C 0.00 -0.09 0.21
C 0.01 -0.03 -0.11
C -0.06 0.23 -0.06
C -0.21 0.23 0.07
C 0.17 -0.06 0.13
C 0.11 -0.15 0.15
C -0.14 -0.02 -0.05
C 0.06 0.20 -0.11
C 0.05 -0.18 0.15
C -0.16 -0.03 -0.08
C 0.03 0.18 -0.10
C 0.11 0.05 0.02
C -0.01 -0.17 0.07
C -0.21 0.17 -0.24
S -0.21 0.90 0.68
O 0.46 -0.20 -0.46
C -0.15 0.11 0.18
C 0.01 0.00 0.00
C -0.02 -0.05 -0.01
C 0.01 0.01 -0.04
C 0.03 -0.03 0.01
C 0.02 0.01 0.11
C -0.07 -0.01 -0.27
H -0.03 0.00 0.00
H -0.03 0.01 0.01
H -0.02 0.00 0.00
H -0.01 0.01 0.00
H 0.00 0.03 0.01
H 0.02 -0.08 0.00
H 0.00 -0.02 0.01
H 0.02 0.04 -0.05
H -0.01 0.04 -0.02
H 0.00 0.02 -0.04
H -0.01 0.01 -0.02
H 0.01 -0.01 0.02
H 0.01 -0.02 0.02
H -0.02 0.02 -0.01
H -0.01 0.03 -0.02
H -0.01 -0.02 0.00
H -0.01 -0.03 0.02
H 0.02 -0.03 0.03
H -0.01 -0.03 0.03
H -0.05 0.02 0.03
H 0.00 -0.03 -0.03
H 0.00 0.00 0.02
H 0.01 0.00 0.02
H 0.02 0.00 0.02
H 0.04 -0.02 -0.01
H 0.01 0.00 -0.01
Br -0.04 -0.01 -0.02
C -0.61 0.00 0.58
C 0.50 -0.05 0.28
C -0.02 0.04 -0.42
Br -0.01 0.00 0.00
C -0.24 -0.12 0.21
C -0.15 -0.02 0.16
C 0.31 0.04 -0.22
C -0.21 -0.17 -0.05
N -0.79 0.34 0.55
C 0.42 0.20 -0.59
C 0.60 0.11 -0.76
O -0.51 0.03 -0.22
H 0.04 0.00 0.02
H 0.02 0.00 0.02
H 0.02 -0.01 0.01
H 0.00 0.00 0.02
N 0.29 -0.16 -0.75
P 0.16 0.02 0.11
C 0.13 -0.20 0.10
C -0.01 -0.08 -0.02
C -0.05 0.07 0.06
C -0.02 0.02 0.02
C -0.04 0.04 -0.02
C 0.04 0.01 -0.08
C -0.22 -0.13 0.04
C -0.13 0.00 0.03
C 0.08 0.03 -0.04
C 0.01 -0.02 -0.05
C 0.04 0.07 0.07
C -0.01 -0.02 0.02
C 0.01 0.14 -0.18
C -0.03 0.00 -0.11
C 0.04 -0.03 0.08
C -0.01 0.06 0.02
C -0.03 0.00 0.08
C 0.00 0.00 -0.04
H 0.00 0.01 0.01
H -0.01 0.01 0.00
H -0.01 0.01 0.00
H -0.01 0.01 -0.01
H -0.03 0.02 -0.02
H 0.02 -0.02 -0.01
H 0.01 0.00 -0.01
H 0.02 0.00 -0.02
H 0.01 0.01 0.00
H 0.01 0.02 0.02
H 0.01 0.01 0.01
H 0.01 0.00 0.02
H 0.01 -0.02 0.01
H -0.02 -0.01 0.01
H -0.02 -0.01 0.04



No. 2
Density functional theory data (ωB97M-V with the def2-TZVPD basis set) for a molecular structure, C61H45Cl2F3N5O2P2SbW at a distorted geometry.

Expectation value of S²   2.0256
Multiplicity   3
HOMO-LUMO gap (spin up / spin down)   6.63 / 5.85 eV
Total charge   +2
E_HOMO (spin up / spin down)   -12.4 / -12.6 eV

Each line ends with the Mulliken spin population.
CARTESIAN COORDINATES (ANGSTROEM)
W 0.433964 -0.250463 0.289178  1.488
Cl 6.433762 -3.588616 -1.285885  0.001
C 5.310090 -2.529422 -0.529631  0.005
C 4.002424 -2.523866 -0.973704  -0.010
C 3.095529 -1.667878 -0.382414  0.038
N 1.698530 -1.591889 -0.770693  -0.040
C 1.319377 -2.533053 -1.625134  0.031
O 2.442141 -1.172052 -3.807235  0.001
C -0.069330 -2.420060 -2.034717  0.046
C -0.485240 -3.211126 -3.090685  0.002
C -1.826517 -3.322848 -3.388219  0.002
C -2.720193 -2.680104 -2.550348  0.006
C -2.240704 -1.906838 -1.519053  0.005
N -0.929888 -1.688620 -1.281168  -0.016
C 3.464465 -0.790412 0.591429  0.042
C 4.773325 -0.804444 1.065329  0.013
C 5.687515 -1.679404 0.510927  -0.006
Cl 7.297111 -1.667427 1.125038  -0.001
N 2.406510 0.079452 1.006891  0.010
C 2.773200 1.242860 1.637880  0.003
O 3.881946 1.653703 1.863452  0.067
C 1.600646 2.047195 2.045055  0.069
C 1.786512 3.144660 2.855116  -0.009
C 0.693707 3.909130 3.213731  0.019
C -0.539859 3.535351 2.709535  -0.009
C -0.632709 2.424572 1.907222  0.044
N 0.417627 1.642323 1.566474  -0.082
H 3.677738 -3.173238 -1.776405  -0.002
H 0.283073 -3.755697 -3.628203  0.000
H -2.174705 -3.940698 -4.211099  0.000
H -3.792294 -2.766118 -2.688831  0.000
H -2.959061 -1.444174 -0.881950  -0.004
H 5.101963 -0.135002 1.839928  -0.001
H 2.799328 3.357611 3.182553  0.000
H 0.799319 4.773012 3.863642  0.000
H -1.441304 4.098197 2.927171  0.000
H -1.593166 2.180103 1.515487  -0.012
C -3.136282 -2.539791 1.871221  -0.002
N -2.040287 -1.735493 1.307079  0.036
P -2.067786 -0.043342 0.981551  -0.009
C -3.082241 0.354784 2.458749  -0.018
C -2.512679 0.611656 3.700776  0.000
C -3.308815 0.696946 4.836831  0.001
C -4.681273 0.533628 4.735413  0.000
C -5.258654 0.260677 3.497697  0.000
C -4.464574 0.162471 2.361597  0.000
C -2.971070 0.974085 -0.311011  -0.049
C -2.839148 0.919063 -1.704775  0.028
C -3.437886 1.868565 -2.519578  -0.002
C -4.109806 2.951599 -1.976067  0.001
C -4.166277 3.079838 -0.597229  0.001
C -3.623123 2.101157 0.221581  0.013
P -0.412596 -2.127769 1.664982  0.165
C -0.289856 -2.229947 3.452500  -0.045
C -0.641088 -3.394388 4.134949  -0.003
C -0.632919 -3.403011 5.523903  0.001
C -0.260968 -2.262405 6.228217  0.001
C 0.128039 -1.112206 5.551565  0.001
C 0.115227 -1.097260 4.164260  0.010
C -0.046872 -3.777511 1.076967  0.051
C 1.255843 -4.220119 1.325160  0.016
C 1.678931 -5.440492 0.822254  0.005
C 0.801541 -6.218897 0.071296  0.000
C -0.492648 -5.776479 -0.177771  0.000
C -0.917924 -4.549720 0.317470  0.003
H -3.969794 -2.609791 1.168039  0.001
H -3.499856 -2.139027 2.814641  0.000
H -2.769393 -3.546977 2.049015  0.000
H -1.443884 0.752655 3.794758  0.012
H -2.852308 0.888080 5.803246  0.000
H -5.304442 0.622873 5.617935  0.000
H -6.330541 0.123486 3.414410  0.000
H -4.930230 -0.056780 1.407767  0.000
H -2.284657 0.146477 -2.199552  0.009
H -3.371484 1.753946 -3.595274  0.000
H -4.582942 3.687893 -2.617807  0.000
H -4.652530 3.937203 -0.144994  0.000
H -3.752080 2.220175 1.287724  0.001
H -0.902193 -4.293989 3.586835  0.001
H -0.905818 -4.304849 6.058268  0.000
H -0.256270 -2.277078 7.312610  0.000
H 0.453057 -0.238253 6.107845  0.000
H 0.447102 -0.217014 3.626460  0.002
H 1.942282 -3.609016 1.904051  -0.006
H 2.693462 -5.783070 1.008935  0.000
H 1.131087 -7.175382 -0.325045  0.000
H -1.174119 -6.389866 -0.761707  0.000
H -1.921558 -4.197367 0.101565  -0.001
F -0.320874 -0.832785 -7.497002  0.000
C 0.028561 -0.352271 -6.304128  -0.002
C -0.676831 0.714843 -5.779685  0.000
C -0.300445 1.176409 -4.532033  -0.002
C 0.760310 0.611334 -3.804976  -0.002
C 1.437038 -0.469194 -4.386836  -0.006
C 1.075499 -0.944796 -5.641636  0.001
Sb 1.002430 1.401141 -1.832811  0.108
C 0.102638 3.274920 -2.173089  -0.021
C -0.682975 3.879843 -1.200320  -0.016
C -1.182334 5.162433 -1.387116  0.002
C -0.889763 5.814522 -2.566101  0.000
F -1.371124 7.045228 -2.756695  0.000
C -0.117325 5.243172 -3.559396  0.000
C 0.394176 3.970743 -3.351989  -0.003
C 2.987587 2.126859 -1.614809  -0.012
C 3.085006 3.353701 -0.953968  0.001
C 4.323308 3.907700 -0.655314  0.000
C 5.457733 3.213524 -1.014220  0.001
F 6.650241 3.734639 -0.723703  0.000
C 5.403127 2.003093 -1.672252  0.000
C 4.161047 1.460244 -1.970488  0.006
H -1.484193 1.167867 -6.347181  0.000
H -0.847839 2.004632 -4.107058  0.000
H 2.762370 -0.749453 -3.012630  -0.009
H 1.622253 -1.770969 -6.087002  0.000
H -0.921921 3.358171 -0.291638  0.028
H -1.790218 5.657819 -0.639782  0.000
H 0.080371 5.794624 -4.473721  0.000
H 1.032212 3.528635 -4.113158  0.000
H 2.193385 3.903785 -0.677809  0.000
H 4.413767 4.866166 -0.154817  0.000
H 6.322366 1.495018 -1.943427  0.000
H 4.167880 0.523712 -2.503184  -0.001

Cartesian forces, eV/Å:
W 0.51 -0.01 0.23
Cl 0.04 0.02 0.05
C 0.06 -0.06 -0.06
C -0.04 -0.21 -0.22
C -0.97 -0.26 -0.55
N 0.19 -0.65 -0.42
C 0.44 0.51 0.27
O -0.03 0.08 -0.31
C 0.08 0.16 0.41
C 0.07 -0.25 -0.33
C 0.00 -0.18 -0.23
C -0.22 -0.07 -0.11
C 0.46 -0.02 -0.01
N 0.15 0.08 0.11
C -0.20 0.75 0.63
C -0.06 0.15 0.16
C 0.14 -0.03 0.03
Cl -0.06 -0.05 -0.09
N -0.05 -0.11 0.06
C -0.37 -0.35 -0.21
O 0.57 0.06 0.16
C 0.10 -0.20 -0.14
C 0.17 0.25 0.22
C 0.14 0.16 0.16
C -0.15 0.16 0.04
C 0.31 -0.09 -0.12
N -0.35 0.29 0.12
H 0.03 0.00 0.08
H -0.11 0.04 0.06
H 0.07 0.12 0.10
H 0.11 -0.01 0.05
H -0.21 0.16 0.21
H 0.00 -0.02 0.01
H -0.14 0.00 -0.07
H -0.01 -0.12 -0.11
H 0.09 -0.08 0.00
H -0.23 -0.06 -0.19
C -0.05 -0.01 -0.19
N -0.31 -0.27 -0.12
P -0.39 -0.42 0.54
C 0.27 0.32 0.08
C 0.02 0.09 -0.02
C 0.04 0.00 0.04
C -0.08 -0.01 -0.06
C 0.08 0.00 -0.05
C -0.06 0.04 0.23
C -0.14 -0.05 0.13
C -0.06 0.20 0.07
C 0.05 0.02 -0.03
C -0.08 0.07 0.03
C -0.01 0.08 -0.08
C -0.17 -0.07 -0.06
P -0.47 -0.24 0.17
C 0.23 0.25 0.12
C -0.02 0.01 0.13
C 0.00 0.02 -0.04
C -0.01 -0.04 0.01
C 0.02 0.02 -0.04
C 0.12 -0.29 0.11
C 0.14 -0.03 -0.14
C 0.00 -0.13 0.01
C 0.00 -0.03 -0.02
C 0.02 -0.01 -0.01
C -0.01 -0.07 -0.04
C -0.04 -0.05 -0.10
H 0.05 0.04 0.01
H 0.03 0.03 0.05
H 0.01 -0.06 -0.01
H -0.15 0.01 0.00
H -0.05 0.01 -0.13
H 0.04 -0.05 -0.08
H 0.08 0.01 0.01
H 0.01 0.03 0.01
H 0.10 -0.09 -0.06
H 0.04 0.01 0.05
H 0.09 -0.07 0.07
H -0.01 -0.09 -0.03
H 0.05 0.03 -0.09
H 0.00 0.06 0.05
H 0.01 0.05 -0.03
H 0.02 -0.01 -0.09
H -0.03 -0.10 -0.07
H 0.06 0.02 -0.02
H 0.00 -0.02 0.00
H -0.18 0.06 -0.03
H -0.05 0.15 0.07
H 0.11 0.10 0.09
H 0.08 -0.06 -0.01
F -0.01 0.01 -0.06
C -0.01 -0.06 -0.09
C -0.14 0.17 0.04
C -0.02 -0.19 0.01
C -0.18 -0.12 0.03
C 0.05 -0.05 0.09
C 0.08 -0.14 -0.09
Sb 0.33 0.52 -1.12
C 0.00 0.11 -0.01
C -0.03 0.16 -0.28
C -0.04 -0.04 0.15
C -0.08 0.14 -0.02
F -0.01 -0.03 0.01
C 0.19 -0.15 -0.20
C 0.10 0.12 0.11
C 0.07 0.03 0.07
C 0.19 0.00 -0.01
C -0.27 0.13 0.08
C 0.13 0.07 0.03
F 0.01 0.00 0.01
C -0.02 -0.23 -0.08
C 0.06 0.15 0.10
H 0.12 -0.08 0.11
H -0.06 -0.01 -0.04
H 0.12 0.13 0.41
H -0.09 0.13 0.08
H -0.08 -0.12 0.16
H 0.02 -0.03 -0.03
H 0.00 -0.06 0.15
H -0.10 0.07 0.09
H -0.02 0.04 -0.01
H -0.01 -0.12 -0.05
H -0.10 0.06 0.01
H -0.12 -0.21 -0.08



Q: Which of these has the highest expectation value of S²?
A: C61H45Cl2F3N5O2P2SbW